1.
C5H10Cl3GeKO2Se2 as an isolated structure. Source: OMol25; level of theory: ωB97M-V/def2-TZVPD.

Each line ends with the Löwdin charge.
Atoms and positions in Å:
K -0.3365 0.3856 1.2339  0.322
O -3.6562 -3.0267 -3.1830  -0.070
C -2.3322 -3.2947 -2.6864  -0.207
C -1.4014 -2.1413 -3.0496  -0.613
C -1.2471 -2.0178 -4.5676  -0.224
O -2.4346 -1.6759 -5.2694  -0.065
C -1.9575 -0.8470 -2.4395  -0.586
Se -0.5832 0.4693 -1.9965  0.490
C -0.0144 -2.5025 -2.5050  -0.628
Se 0.2353 -2.1164 -0.6079  0.432
H -4.2705 -3.6420 -2.7737  0.092
H -1.9595 -4.2254 -3.1318  0.124
H -2.3429 -3.4055 -1.5991  0.110
H -0.8351 -2.9652 -4.9462  0.125
H -0.5209 -1.2295 -4.7769  0.118
H -3.1541 -2.1796 -4.8651  0.059
H -2.4782 -1.0781 -1.5124  0.045
H -2.6622 -0.3868 -3.1288  0.061
H 0.7422 -1.9163 -3.0263  0.035
H 0.1966 -3.5589 -2.6844  0.058
Cl -1.0930 0.1225 4.2348  -0.223
Ge -3.0589 1.3408 3.9281  -0.039
Cl -2.2120 2.6652 2.2334  -0.204
Cl -2.7275 2.8160 5.6299  -0.211

Cartesian forces, eV/Å:
K -0.1271 0.1101 0.0626
O -0.0018 -0.0765 0.1113
C -0.0746 -0.0085 -0.1385
C -0.0511 -0.0413 0.0805
C -0.0386 0.0293 -0.0676
O 0.0324 -0.0912 0.0266
C 0.0119 0.0183 0.0691
Se 0.1202 -0.0730 -0.0058
C 0.1614 0.0896 -0.0155
Se 0.0540 -0.0209 -0.0453
H 0.0291 0.0352 -0.0323
H 0.0077 0.0063 -0.0109
H -0.0088 0.0134 0.0149
H 0.0076 0.0132 -0.0385
H -0.0241 0.0137 -0.0059
H -0.0007 0.0495 -0.0216
H -0.0551 0.0040 -0.0457
H -0.0085 0.0321 0.0062
H -0.0529 -0.0598 -0.0160
H -0.0077 -0.0145 0.0675
Cl 0.1109 -0.0541 -0.0369
Ge -0.1848 0.0512 0.2060
Cl 0.0857 0.0351 -0.0808
Cl 0.0151 -0.0610 -0.0834

Its expectation value of S² is 0.757. The net charge is -1. For the max |F|, the calculation gives 0.005 hartree/bohr. The calculation puts the LUMO energy (spin up / spin down) at 0.08400 / 0.06745 Eh. The energy above the lowest of the compared OMol25 structures with the same formula, charge and spin is 0.0 kcal per mole. The value obtained for the calculated total energy is -250549.716 eV. The value obtained for the HOMO-LUMO gap (spin up / spin down) is 6.500 / 6.822 eV. For the HOMO energy (spin up / spin down), the calculation gives -4.2 / -5.0 eV. The spin multiplicity is 2.

=====

2.
A 2-piece molecular cluster, C5H10Cl4N2Si overall in a non-equilibrium geometry. Source: OMol25; level of theory: ωB97M-V/def2-TZVPD.

Each line ends with the Löwdin charge.
Atoms and positions in Å:
C -1.4589 1.3312 0.3259  -0.127
C -1.4714 0.5651 -1.0203  -0.184
C -0.4480 -0.7415 0.5852  -0.127
C -0.2693 0.7461 2.5321  -0.083
C -0.7654 -1.6849 -1.6786  -0.092
N -0.7152 0.4167 1.2205  -0.230
N -0.9261 -0.7104 -0.6468  -0.245
Si 3.0304 -0.3373 -0.2657  -1.199
Cl 3.1003 -0.5400 1.7352  0.333
Cl 1.7406 0.9926 -0.8204  0.485
Cl 4.8665 0.1992 -1.1404  0.225
Cl 2.6677 -2.1640 -0.9702  0.345
H -0.7441 2.2889 0.2173  0.135
H -2.4528 1.6633 0.6612  0.110
H -2.4561 0.4057 -1.3303  0.092
H -0.8183 0.9693 -1.8338  0.105
H 0.5470 1.4269 2.4371  0.068
H -1.1691 1.0172 3.0462  0.085
H 0.1428 -0.1192 3.0072  0.069
H 0.0058 -1.5086 -2.4063  0.058
H -0.6704 -2.6692 -1.3582  0.060
H -1.7362 -1.5470 -2.2971  0.118

Cartesian forces, eV/Å:
C 2.6630 2.5497 -0.4832
C 1.2341 0.7536 0.5459
C 0.9798 -1.0226 1.3934
C -0.5033 -0.5868 -0.6714
C -2.7242 1.6419 -1.8533
N -1.0416 -1.5791 -2.5987
N 0.5310 0.0281 0.6659
Si 2.3373 -0.9805 0.1048
Cl 0.2350 0.3142 0.2311
Cl -1.1552 1.6152 -0.6515
Cl -0.8103 -0.1319 0.7039
Cl -0.2832 -0.6997 -0.4393
H -1.8636 -1.5864 0.2032
H 0.3613 -0.2733 0.1100
H -1.6224 0.1201 -0.9954
H -0.8070 0.2171 0.5624
H 0.2397 1.2432 0.4987
H 0.0202 0.9556 0.9782
H 0.0591 -0.7420 0.0954
H 0.8165 0.5590 -0.0988
H -0.0035 -1.5650 0.9701
H 1.3372 -0.8305 0.7286

For the max |F|, the calculation gives 0.072 hartree/bohr. The calculation puts the LUMO energy at 0.01850 Eh. The energy above the lowest of the compared OMol25 structures with the same formula, charge and spin is 0.0 kcal per mole. The value obtained for the calculated total energy is -66298.332 eV. The value obtained for the HOMO-LUMO gap is 8.597 eV. For the HOMO energy, the calculation gives -8.1 eV.

=====

3.
A 2-piece molecular cluster, C5H10ClF overall in a non-equilibrium geometry. Source: OMol25; level of theory: ωB97M-V/def2-TZVPD.

Each line ends with the Löwdin charge.
Atoms and positions in Å:
C 1.7491 0.2864 -1.6692  0.029
C 1.8918 1.0084 -0.5841  -0.514
C 2.3690 0.4146 0.6673  -0.075
F 1.8279 2.3234 -0.5677  0.073
H 1.7783 -0.7999 -1.6909  0.060
H 1.4141 0.7744 -2.7129  0.114
H 1.9172 -0.4857 0.7441  0.019
H 2.3315 1.0780 1.5128  0.081
H 3.4459 0.1180 0.4723  0.115
C -3.0684 -0.3836 0.2301  -0.212
C -1.7165 -0.9977 0.6654  -0.606
Cl -0.8565 0.3666 1.4726  0.561
H -3.7702 -1.1904 -0.1086  0.074
H -2.8665 0.2943 -0.6843  0.087
H -3.4703 0.4033 0.9589  0.073
H -1.8147 -1.8239 1.4328  0.082
H -1.1619 -1.3862 -0.1386  0.038

Cartesian forces, eV/Å:
C -1.8272 1.0183 -3.9108
C 0.6875 -0.9162 -0.0944
C 3.3093 1.4584 -0.6848
F -0.2979 1.2011 -0.2729
H 0.1918 0.2999 0.3391
H 0.9202 -1.0110 2.6323
H -1.7348 -2.6955 1.0814
H -0.3060 -0.0426 0.3804
H -0.8467 0.6569 0.5025
C 0.1649 1.1990 -1.4026
C -1.8612 0.4147 2.2320
Cl 0.4062 -0.3819 -0.0923
H 0.3105 0.9113 0.5916
H -0.2166 -1.2287 1.1573
H 0.2911 -1.8184 -0.6126
H -0.0418 1.0736 -0.7852
H 0.8507 -0.1388 -1.0612

For the max |F|, the calculation gives 0.086 hartree/bohr. The calculation puts the LUMO energy at 0.03382 Eh. The energy above the lowest of the compared OMol25 structures with the same formula, charge and spin is 26.5 kcal per mole. The value obtained for the calculated total energy is -20585.577 eV. The value obtained for the HOMO-LUMO gap is 10.228 eV. For the HOMO energy, the calculation gives -9.3 eV.

=====

4.
An isolated ion of composition C5H10ClN2 and charge +1 in a non-equilibrium geometry. Source: OMol25; level of theory: ωB97M-V/def2-TZVPD.

Each line ends with the Löwdin charge.
Atoms and positions in Å:
C 2.2682 0.3186 0.9987  -0.049
N 0.8386 -0.0623 0.9937  -0.100
C -0.2029 1.0232 1.1511  -0.080
C -1.0397 0.9230 -0.0902  -0.090
N -0.9162 -0.5051 -0.5176  -0.088
C -1.5371 -1.0479 -1.7473  -0.023
C 0.2140 -0.9711 0.1034  -0.578
Cl 0.9902 -2.3844 -0.4650  0.858
H 2.8744 0.0227 0.0493  0.117
H 2.8708 -0.1300 1.7979  0.083
H 2.4317 1.4562 1.2191  0.131
H 0.1930 1.9525 1.4326  0.110
H -0.9383 0.6969 2.0004  0.170
H -2.0115 1.0963 0.1333  0.098
H -0.8724 1.5456 -0.9184  0.127
H -1.5553 -2.1406 -1.7267  0.077
H -2.6117 -0.7822 -1.6918  0.116
H -0.9958 -1.0113 -2.7224  0.120

Cartesian forces, eV/Å:
C 2.3599 0.7000 -0.5532
N -2.2502 -0.6636 -1.9279
C -1.5566 -2.9279 1.5981
C 0.9428 -1.3092 -0.7377
N 3.1028 -0.3547 1.4248
C -0.6463 -1.5250 0.3969
C 0.8623 2.2067 -1.0086
Cl -0.4434 0.7834 0.6862
H -1.5624 0.6524 1.3026
H -0.6930 -0.3246 0.0808
H -0.8857 -2.0365 -0.8111
H 0.7157 1.1856 -0.0362
H 1.6306 0.5149 -1.1552
H -3.1357 0.4783 0.9217
H 1.0485 0.9101 -1.2157
H -0.0928 -0.1043 0.9141
H 0.8462 0.2948 -0.6750
H -0.2428 1.5197 0.7955

The net charge is +1. For the max |F|, the calculation gives 0.072 hartree/bohr. The calculation puts the LUMO energy at -0.15930 Eh. The energy above the lowest of the compared OMol25 structures with the same formula, charge and spin is 50.4 kcal per mole. The value obtained for the calculated total energy is -20841.672 eV. The value obtained for the HOMO-LUMO gap is 9.691 eV. For the HOMO energy, the calculation gives -14.0 eV.

=====

5.
One molecule with the formula C5H10ClN2O2P in a non-equilibrium geometry. Source: OMol25; level of theory: ωB97M-V/def2-TZVPD.

Each line ends with the Löwdin charge.
Atoms and positions in Å:
C -1.2893 -1.6401 -0.0629  -0.453
C -0.0731 -2.1566 0.6059  -0.160
C 1.0766 -1.3697 -0.0314  -0.327
C 1.9212 0.9612 0.0175  -0.365
C 1.3431 2.4399 0.4125  -0.422
N 1.2883 -0.1329 0.6360  -0.041
N -2.6114 0.6312 -1.0516  -0.111
O -2.1970 -2.3273 -0.4894  0.059
O -2.2941 0.3753 1.6293  -0.353
P -1.6687 0.2154 0.2968  0.629
Cl -0.4132 2.4052 -0.2341  0.528
H -0.1432 -1.8965 1.6068  0.095
H 0.1407 -3.2620 0.4573  0.147
H 2.0379 -2.0207 -0.1069  0.141
H 1.0757 -1.2889 -1.1822  0.131
H 3.0793 1.0796 0.2040  0.140
H 1.7961 0.9217 -1.1405  0.113
H 1.9166 3.3238 -0.1401  0.113
H 1.0950 2.5709 1.5109  0.074
H -3.5076 0.9041 -0.9521  0.001
H -2.5730 0.2664 -1.9858  0.062

Cartesian forces, eV/Å:
C -2.2394 -1.5570 0.7073
C 1.3972 -1.2377 -3.0034
C 2.8186 -0.4369 -1.8851
C 1.0948 1.8769 -2.0009
C -0.6025 -0.8368 -0.3662
N -0.6882 0.5003 1.1033
N 2.9349 -0.8142 0.2920
O 1.0216 0.8428 -0.1948
O -0.0612 0.1233 -0.5571
P 0.2727 -1.0772 -1.0474
Cl 1.2910 1.6067 -0.3002
H 0.0858 0.3797 2.1127
H -0.8595 1.2898 0.2216
H -0.9954 0.8070 1.1146
H -1.1186 0.3254 1.0421
H -1.9460 -0.6373 -0.0403
H 0.3916 0.1148 1.5120
H -1.3594 -2.0821 1.4027
H 1.0950 -0.0188 -1.3206
H -3.5344 1.3728 1.2318
H 1.0014 -0.5414 -0.0241

For the max |F|, the calculation gives 0.078 hartree/bohr. The calculation puts the LUMO energy (spin up / spin down) at -0.01085 / -0.03901 Eh. The energy above the lowest of the compared OMol25 structures with the same formula, charge and spin is 98.4 kcal per mole. The value obtained for the calculated total energy is -34229.568 eV. The value obtained for the HOMO-LUMO gap (spin up / spin down) is 8.597 / 5.830 eV. For the HOMO energy (spin up / spin down), the calculation gives -8.9 / -6.9 eV.

=====

6.
A 2-piece molecular cluster, C5H10ClN4 overall in a non-equilibrium geometry. Source: OMol25; level of theory: ωB97M-V/def2-TZVPD.

Each line ends with the Löwdin charge.
Atoms and positions in Å:
C -2.2134 0.0614 -1.3380  -0.114
C -1.1352 0.9119 -1.6358  -0.077
C -2.3870 0.7564 1.0226  -0.298
C -2.3925 -0.5715 -0.0570  -0.680
C -0.0688 1.0594 -0.7846  -0.098
N -1.3333 1.2853 1.2649  0.083
N 1.6269 1.6742 0.7694  0.030
N 1.0550 1.2634 -0.3817  -0.007
N 2.0261 -1.1137 1.3750  0.332
Cl -1.0814 -1.5837 0.3919  0.724
H -3.0863 0.3126 -1.8986  0.115
H -1.2535 1.5982 -2.4540  0.117
H -3.5025 0.6410 1.3248  0.143
H -3.3171 -1.1582 0.1033  0.106
H 1.1858 2.4977 1.2030  0.126
H 2.5881 1.7315 0.5509  0.087
H 2.2913 -1.9258 1.8980  0.153
H 1.9620 -0.2163 1.8950  0.147
H 1.0837 -1.3128 1.0913  0.015
H 2.5212 -1.1463 0.5763  0.093

Cartesian forces, eV/Å:
C 0.6647 1.3303 0.7996
C -0.3746 -1.4162 0.4150
C -1.4834 -0.8381 0.8145
C -0.8048 0.1204 -2.1467
C -0.0891 0.6317 1.2294
N -0.7151 0.5707 -0.2346
N -1.1249 0.0413 0.7953
N -0.6020 -1.0941 -1.5919
N -2.4166 -0.2605 3.3497
Cl 1.2254 -1.3759 0.5961
H -0.6254 -0.3466 -0.3949
H 0.1717 0.2604 -0.1418
H 2.0692 1.0618 0.3081
H 0.5330 0.5391 -0.2815
H 0.2888 -0.4939 -0.2757
H 1.0959 0.9217 0.1910
H 0.4612 -0.3477 1.0590
H 0.5062 -0.1840 -0.5352
H -1.4181 0.1122 -0.3499
H 2.6379 0.7675 -3.6057

The net charge is +1. For the max |F|, the calculation gives 0.088 hartree/bohr. The calculation puts the LUMO energy (spin up / spin down) at -0.14620 / -0.14619 Eh. The energy above the lowest of the compared OMol25 structures with the same formula, charge and spin is 142.3 kcal per mole. The value obtained for the calculated total energy is -23817.993 eV. The value obtained for the HOMO-LUMO gap (spin up / spin down) is 7.165 / 7.174 eV. For the HOMO energy (spin up / spin down), the calculation gives -11.1 / -11.2 eV.